ORCA calculation (the ωB97M-V functional and the def2-TZVPD basis) on a cluster of 2 separate species, C11H14FISi in total at a distorted geometry.

The geometry in ORCA input format:
```
! wB97M-V def2-TZVPD RIJCOSX def2/J DEFGRID3
* xyz 0 1
C 2.314 -2.621 -0.791
C 0.777 -3.341 0.934
C 1.692 -1.388 -0.815
C 0.175 -2.099 0.900
C 1.844 -3.583 0.085
C 0.623 -1.102 0.033
C -0.149 3.214 -0.328
C -0.135 2.937 1.176
C 0.455 2.003 -1.044
C -0.799 1.579 1.436
C -2.823 -0.668 -1.274
F 2.442 -4.792 0.109
Si -0.276 0.540 -0.069
I -4.342 -0.277 0.143
H 3.146 -2.852 -1.438
H 0.436 -4.120 1.597
H 2.045 -0.634 -1.502
H -0.662 -1.895 1.551
H -1.181 3.348 -0.656
H 0.400 4.128 -0.561
H 0.902 2.909 1.521
H -0.643 3.734 1.721
H 0.229 2.014 -2.109
H 1.542 2.022 -0.944
H -0.494 1.164 2.397
H -1.883 1.692 1.471
H -3.035 -0.189 -2.214
H -2.599 -1.720 -1.331
*
```

## Properties
- Relative energy (zero: lowest compared OMol25 entry of this formula, charge and spin): 0.0 kcal/mol
- HOMO-LUMO gap (spin up / spin down): 6.981 / 6.979 eV
- Highest occupied orbital energy (spin up / spin down): -7.22 / -7.21 eV
- LUMO energy (spin up / spin down): -0.0086 / -0.0086 Ha

These are the Mulliken partial charges, in e, on atoms 1 to 6: -0.574 -0.624 -0.234 -0.245 0.377 0.091